No. 1
Computed, not measured: a structure of composition C3H4KMgO3 in a non-equilibrium geometry, with ωB97M-V/def2-TZVPD.

The geometry in XYZ format:
```
12
Properties=species:S:1:pos:R:3:forces:R:3
C -0.17015 -0.69428 0.58507 -0.5656 -0.3211 1.0739
C -0.00046 0.66500 -0.02221 0.5191 0.4239 0.2488
O -0.52924 0.63541 -1.34179 -0.1811 -0.1452 -0.3520
C -0.41383 1.72478 -2.11084 -0.0360 0.0662 -0.1103
O 0.15451 2.72613 -1.61511 0.0427 0.2631 -0.1508
O 0.11637 -0.91659 1.74591 0.0031 0.1006 -0.8000
H -0.67597 -1.46018 -0.03640 0.3168 0.0505 -0.0074
H 1.07021 0.92186 -0.02155 -0.2765 0.0095 -0.0308
H -0.51741 1.40835 0.60432 0.1422 -0.2026 -0.1763
Mg -0.38849 3.30461 -3.58497 0.0579 -0.3714 0.5001
K 0.51476 -3.47556 3.77707 -0.0420 0.2690 -0.0853
H 0.83970 -4.83954 2.02051 0.0194 -0.1424 -0.1099
```
Forces are in eV/Å.

Values from the calculation:
multiplicity = 2
ΔE to the lowest compared entry with this formula, charge and spin = 27.0 kcal per mole

***

No. 2
Computed, not measured: a structure of composition C3H4KO3 in a non-equilibrium geometry, with ωB97M-V/def2-TZVPD.

The geometry in XYZ format:
```
11
Properties=species:S:1:pos:R:3:forces:R:3
H -1.63419 -0.42975 -1.23308 -0.2205 2.1464 0.7044
O 0.60535 -0.87965 0.08476 -1.0905 -0.6620 -0.2736
K 3.18842 -1.23632 0.67924 -0.0552 -0.0421 -0.0444
C -0.59331 -1.08993 0.29483 1.3993 1.3967 2.4288
C -1.65190 -0.13831 -0.13188 -0.9318 -2.4244 -0.5855
H -0.86791 -1.81164 1.08898 0.0875 -0.5625 -0.6615
H -1.55124 0.79863 0.43699 0.5132 0.2978 -1.4639
H -2.63487 -0.49867 0.20975 0.3279 -0.2035 -0.0795
O 2.72846 1.25958 -0.21082 -0.2883 -0.3856 -0.6998
C 1.70171 1.71517 -0.53844 -0.9732 1.6734 1.1320
O 0.70950 2.31090 -0.68033 1.2316 -1.2343 -0.4571
```
Forces are in eV/Å.

Values from the calculation:
net charge = +1
ΔE to the lowest compared entry with this formula, charge and spin = 9.4 kcal per mole

***

No. 3
Computed, not measured: a structure of composition C3H4LiMgO3 in a non-equilibrium geometry, with ωB97M-V/def2-TZVPD.

The geometry in XYZ format:
```
12
Properties=species:S:1:pos:R:3:forces:R:3
C 2.56090 -0.57562 2.40231 -1.9720 -0.4502 1.1582
C 2.58395 0.62221 1.77142 1.7216 -2.2852 -0.4408
H 2.95718 -1.49218 1.95545 0.2661 0.3236 0.2121
H 3.40090 0.33928 1.03853 -0.9970 2.3855 -0.2938
H 2.25464 1.52125 2.30167 0.4059 0.0970 -0.6401
O 0.51519 -1.28738 -1.16105 1.8260 0.1853 -0.0975
C -0.74222 -1.30316 -0.97081 -1.4931 0.0017 0.3017
O -1.24392 -0.80173 0.05571 0.6784 0.3718 0.4000
O -1.50628 -1.84231 -1.85951 0.0539 -0.0772 -0.0966
Li 1.77817 -1.86536 -2.42780 -0.1302 -0.1658 -0.3196
Mg 0.61981 -0.19572 0.68902 -0.5873 -0.2418 -0.1642
H 2.05025 -0.69812 3.36253 0.2276 -0.1446 -0.0194
```
Forces are in eV/Å.

Values from the calculation:
multiplicity = 2
net charge = +2
ΔE to the lowest compared entry with this formula, charge and spin = 27.5 kcal per mole

***

No. 4
Computed, not measured: a structure of composition C3H4LiO4 in a non-equilibrium geometry, with ωB97M-V/def2-TZVPD.

The geometry in XYZ format:
```
12
Properties=species:S:1:pos:R:3:forces:R:3
O -0.28717 0.00488 1.42443 -0.6483 -2.5021 -1.4132
C -0.92640 -0.12655 -0.95101 -1.7785 -1.0411 -1.3322
C 1.00437 0.45965 1.05349 0.1071 -0.5400 0.0285
O -1.81411 0.71114 -1.22538 0.4188 -0.3018 0.1522
O 0.36284 0.16587 -1.30724 -0.1436 0.4549 0.5018
C 1.34215 0.09685 -0.35309 0.3250 -0.4079 -0.0216
H 1.73120 -0.01031 1.73055 0.2699 0.3274 -0.2111
H 1.05911 1.55786 1.17404 -0.2952 -0.2673 0.2196
H 2.34145 0.18652 -0.77612 -0.3321 -0.0018 0.1749
Li -3.08442 -0.76450 -1.06346 0.8857 0.2566 0.1952
O -1.23515 -1.34196 -0.62695 0.3536 0.9348 -0.0635
H -0.49387 -0.93944 0.92073 0.8377 3.0883 1.7694
```
Forces are in eV/Å.

Values from the calculation:
multiplicity = 2
ΔE to the lowest compared entry with this formula, charge and spin = 24.8 kcal per mole

***

No. 5
Computed, not measured: a structure of composition C3H4MgO4Tb in a non-equilibrium geometry, with ωB97M-V/def2-TZVPD.

The geometry in XYZ format:
```
13
Properties=species:S:1:pos:R:3:forces:R:3
O 1.99587 0.74636 -0.78634 -0.1458 -0.0023 0.6250
C 1.30451 -0.39775 -1.08439 -1.4296 0.0266 -1.7921
O 1.48732 -1.43573 -0.13061 0.3761 0.9246 2.7348
C 1.14538 -1.05301 1.23020 -1.0787 -3.6213 -2.1961
Tb 2.11008 1.05655 1.25127 1.1768 1.3006 0.0188
H 1.63379 -0.83875 -2.04363 -0.1190 0.2132 0.4652
H 1.59272 -1.82480 1.87414 0.2453 0.5196 0.0534
H 0.04669 -1.13597 1.35219 0.2068 0.7736 0.0724
H 0.18229 -0.18845 -1.16114 0.9795 -0.1653 0.0919
O -2.85909 0.38009 0.58776 0.0297 -0.0734 -0.0268
C -2.06602 0.94698 -0.18662 -1.2276 0.6954 0.0672
O -2.33722 1.95847 -0.85979 0.0218 -0.1762 0.0525
Mg -4.23633 1.78601 -0.04304 0.9648 -0.4151 -0.1662
```
Forces are in eV/Å.

Values from the calculation:
multiplicity = 8
net charge = +2
ΔE to the lowest compared entry with this formula, charge and spin = 0.0 kcal per mole

***

No. 6
Computed, not measured: a structure of composition C3H4N in a non-equilibrium geometry, with ωB97M-V/def2-TZVPD.

The geometry in XYZ format:
```
8
Properties=species:S:1:pos:R:3:forces:R:3
C -0.27080 0.51242 -1.11135 0.0104 -1.2050 1.0465
C -0.04416 -0.79092 -0.88696 1.8070 2.1627 0.9077
C 0.00726 -0.65994 0.70620 -2.8484 -3.1041 1.3378
N 0.10885 0.65184 0.33904 -1.3790 1.0364 -3.5456
H -0.46264 1.13154 -1.97554 -0.2005 0.6169 0.5588
H -1.04115 -1.05654 0.97385 1.7966 0.8995 0.1477
H 0.83968 -1.03043 1.29699 -0.1382 -0.3594 -0.0890
H 0.86297 1.24203 0.65778 0.9522 -0.0469 -0.3638
```
Forces are in eV/Å.

Values from the calculation:
net charge = +1
ΔE to the lowest compared entry with this formula, charge and spin = 73.1 kcal per mole

***

No. 7
Computed, not measured: a cluster of 2 separate species, C3H4N in total in a non-equilibrium geometry, with ωB97M-V/def2-TZVPD.

The geometry in XYZ format:
```
8
Properties=species:S:1:pos:R:3:forces:R:3
C -0.27749 -1.20818 -1.02172 1.1806 0.8338 0.5825
C -0.45907 -2.49216 -1.03628 -0.1860 -1.2989 -0.3648
C -0.21344 -0.27447 -0.17453 -0.5922 2.0020 0.8601
N 0.67051 0.64780 0.61265 -0.1759 1.1292 -0.7172
H -2.40471 0.56625 -0.82872 0.2773 0.0747 0.2429
H 1.68667 0.46225 0.47318 -0.4650 -0.1980 0.1576
H 0.44223 0.58412 1.64574 0.1681 -0.0244 -1.2388
H 0.55530 1.71438 0.32968 -0.2069 -2.5184 0.4777
```
Forces are in eV/Å.

Values from the calculation:
net charge = +1
ΔE to the lowest compared entry with this formula, charge and spin = 186.2 kcal per mole

***

No. 8
Computed, not measured: a cluster of 2 separate species, C3H4N2 in total, with ωB97M-V/def2-TZVPD.

The geometry in XYZ format:
```
9
Properties=species:S:1:pos:R:3:forces:R:3
N -0.56311 0.51449 1.01953 0.0616 0.1739 -0.0214
C 0.68994 0.71446 0.54242 -0.2389 -0.1539 0.0643
C 1.10253 -0.69542 0.28378 0.0830 -0.1985 -0.0453
N 0.10180 -1.53468 0.31707 0.1140 0.2327 0.0587
C -0.95953 -0.67383 0.38677 0.0562 -0.0128 0.0015
H -1.21231 1.29101 1.05053 0.0580 -0.1076 0.0629
H -0.33641 0.91323 -1.81121 -0.0663 -0.0342 -0.0659
H 2.11188 -0.99308 0.01562 -0.1577 0.0467 0.0074
H -0.93479 0.46383 -1.80451 0.0901 0.0536 -0.0623
```
Forces are in eV/Å.

Values from the calculation:
ΔE to the lowest compared entry with this formula, charge and spin = 150.7 kcal per mole

***

No. 9
Computed, not measured: the molecule C3H4N2 in a non-equilibrium geometry, with ωB97M-V/def2-TZVPD.

The geometry in XYZ format:
```
9
Properties=species:S:1:pos:R:3:forces:R:3
N -0.05007 0.85355 -0.73488 0.9190 0.0913 -1.6774
C 1.26401 0.29322 -0.23143 -0.4698 -0.2820 0.8693
C 0.74220 -0.65928 0.60391 0.4440 0.0696 -0.0642
C -0.69933 -0.63036 0.60607 -0.3487 0.2078 -0.2080
N -1.23210 0.25389 -0.18686 0.2277 -0.5238 0.4714
H -0.10040 1.86445 -0.69811 -0.0196 0.2417 0.2000
H 0.10870 0.62997 -1.74300 -0.7453 0.0912 0.5712
H 1.33301 -1.34556 1.19621 -0.0923 0.0403 -0.0788
H -1.36602 -1.25987 1.18810 0.0851 0.0639 -0.0835
```
Forces are in eV/Å.

Values from the calculation:
ΔE to the lowest compared entry with this formula, charge and spin = 84.3 kcal per mole

***

No. 10
Computed, not measured: a structure of composition C3H4N2, with ωB97M-V/def2-TZVPD.

The geometry in XYZ format:
```
9
Properties=species:S:1:pos:R:3:forces:R:3
N 0.46258 -0.07977 0.91559 -0.0044 -0.0885 0.0220
C -0.36952 -1.04014 0.39484 0.0303 -0.0792 0.0520
C -0.98018 -0.63492 -0.78821 0.3326 0.2217 0.2820
C -0.42207 0.66750 -0.87467 -0.4130 0.1648 -0.1217
N 0.47880 1.03105 0.20810 -0.1455 -0.1753 -0.1309
H 1.11332 -0.15869 1.68603 -0.0975 -0.0220 -0.0925
H -0.44608 -1.97519 0.94311 0.0034 0.1576 -0.1028
H 0.85598 0.68891 -0.96502 0.2020 -0.0187 -0.0013
H -0.69283 1.50125 -1.51978 0.0922 -0.1603 0.0931
```
Forces are in eV/Å.

Values from the calculation:
ΔE to the lowest compared entry with this formula, charge and spin = 113.5 kcal per mole

***

No. 11
Computed, not measured: the molecule C3H4N2 in a non-equilibrium geometry, with ωB97M-V/def2-TZVPD.

The geometry in XYZ format:
```
9
Properties=species:S:1:pos:R:3:forces:R:3
C -1.20143 -0.39949 -0.02087 -0.4662 0.1531 1.0663
C -0.55408 0.82307 0.01557 0.4250 0.9837 -0.4478
N 0.80818 0.54762 0.09085 1.2409 1.7651 -1.7829
C 0.98063 -0.81169 -0.02943 -3.5168 -0.9416 0.6265
N -0.24973 -1.41881 -0.03107 1.4363 1.6345 0.1925
H -2.31398 -0.57553 0.23678 2.1312 0.1307 -1.0607
H -0.78225 1.92266 -0.17137 -0.2731 -1.8995 0.6375
H 1.46912 1.35566 -0.22462 -1.2736 -2.5193 1.0683
H 1.84355 -1.44349 0.13416 0.2963 0.6933 -0.2997
```
Forces are in eV/Å.

Values from the calculation:
SMILES string = c1c[nH]cn1
ΔE to the lowest compared entry with this formula, charge and spin = 19.2 kcal per mole

***

No. 12
Computed, not measured: the molecule C3H4N2 in a non-equilibrium geometry, with ωB97M-V/def2-TZVPD.

The geometry in XYZ format:
```
9
Properties=species:S:1:pos:R:3:forces:R:3
C -0.03664 0.92431 -1.57285 0.7004 -1.0130 4.0139
N 0.04177 -0.21338 -0.96021 -1.0135 -0.1744 0.0648
C 0.18856 -0.28372 0.55067 -1.0172 1.1146 0.5280
C -0.32845 -1.44868 1.53797 1.1974 2.1378 -3.4588
N -0.58256 -2.23300 2.32879 -0.2461 -0.3397 0.4502
H -0.30229 0.90877 -2.60329 0.2223 0.1622 -0.7512
H 0.14014 1.89792 -0.98267 -0.4958 -1.0886 -1.1014
H -0.36698 0.61414 0.92700 0.6524 -0.6756 0.0776
H 1.24646 -0.16635 0.77459 0.0001 -0.1232 0.1768
```
Forces are in eV/Å.

Values from the calculation:
SMILES string = C=NCC#N
ΔE to the lowest compared entry with this formula, charge and spin = 51.2 kcal per mole

***

- ΔE to the lowest compared entry with this formula, charge and spin of number 12 (C3H4N2)?
  51.2 kcal per mole

***

- What is the ΔE to the lowest compared entry with this formula, charge and spin in the third record?
  27.5 kcal per mole

***

What did the second record say?
Computed, not measured: a structure of composition C3H4KO3 in a non-equilibrium geometry, with ωB97M-V/def2-TZVPD.

The geometry in XYZ format:
```
11
Properties=species:S:1:pos:R:3:forces:R:3
H -1.63419 -0.42975 -1.23308 -0.2205 2.1464 0.7044
O 0.60535 -0.87965 0.08476 -1.0905 -0.6620 -0.2736
K 3.18842 -1.23632 0.67924 -0.0552 -0.0421 -0.0444
C -0.59331 -1.08993 0.29483 1.3993 1.3967 2.4288
C -1.65190 -0.13831 -0.13188 -0.9318 -2.4244 -0.5855
H -0.86791 -1.81164 1.08898 0.0875 -0.5625 -0.6615
H -1.55124 0.79863 0.43699 0.5132 0.2978 -1.4639
H -2.63487 -0.49867 0.20975 0.3279 -0.2035 -0.0795
O 2.72846 1.25958 -0.21082 -0.2883 -0.3856 -0.6998
C 1.70171 1.71517 -0.53844 -0.9732 1.6734 1.1320
O 0.70950 2.31090 -0.68033 1.2316 -1.2343 -0.4571
```
Forces are in eV/Å.

Values from the calculation:
net charge = +1
ΔE to the lowest compared entry with this formula, charge and spin = 9.4 kcal per mole